P | Here is a single C3H6N2S molecule from the OMol25 dataset. Energies are from ωB97M-V with the def2-TZVPD basis set.

Values from the calculation:
SMILES string   N/C=C\C(N)=S
Frontier orbital gap   8.776 eV

Positions of all 12 atoms, in Å:
N  1.904  0.960  -0.014
C  1.442  -0.291  -0.001
C  0.124  -0.705  -0.013
C  -1.044  0.130  -0.024
N  -2.247  -0.503  0.000
S  -1.060  1.833  0.003
H  1.239  1.748  0.020
H  2.890  1.197  -0.055
H  2.204  -1.067  0.075
H  -0.071  -1.757  0.073
H  -3.141  -0.025  0.005
H  -2.240  -1.518  -0.068

Atomic partial charges in e from the natural (NBO) method, atoms 1 to 6: atom 1 (N): -0.77, atom 2 (C): 0.14, atom 3 (C): -0.46, atom 4 (C): 0.14, atom 5 (N): -0.78, atom 6 (S): -0.31

Q | Here is a single C3H6N2S molecule from the OMol25 dataset. Energies are from ωB97M-V with the def2-TZVPD basis set.

Values from the calculation:
SMILES string   S=CNN1CC1
Frontier orbital gap   9.127 eV

Positions of all 12 atoms, in Å:
S  2.686  -0.654  -0.191
C  1.839  0.739  0.020
N  0.504  0.915  -0.112
N  -0.326  -0.039  -0.722
C  -1.622  -0.157  -0.049
C  -0.587  -1.191  0.136
H  2.310  1.635  0.352
H  0.151  1.878  -0.195
H  -1.801  0.526  0.786
H  -2.463  -0.330  -0.733
H  -0.642  -2.130  -0.382
H  -0.048  -1.193  1.088

Atomic partial charges in e from the natural (NBO) method, atoms 1 to 6: atom 1 (S): -0.16, atom 2 (C): -0.09, atom 3 (N): -0.43, atom 4 (N): -0.24, atom 5 (C): -0.27, atom 6 (C): -0.25

R | Here is 2 unconnected molecules or ions with the total composition C3H6N2S from the OMol25 dataset. Energies are from ωB97M-V with the def2-TZVPD basis set.

Values from the calculation:
Frontier orbital gap   8.570 eV

Positions of all 12 atoms, in Å:
C  -1.040  -0.470  0.045
C  0.116  -1.389  -0.138
C  1.072  -0.166  -0.111
H  0.447  2.210  0.814
H  -0.133  2.303  -0.917
H  -2.279  -0.574  -0.440
H  -1.011  -0.559  1.562
H  0.252  -2.176  0.605
H  -0.011  -1.938  -1.024
N  -0.249  2.004  0.023
N  0.035  0.614  -0.382
S  2.800  0.141  -0.038

Atomic partial charges in e from the natural (NBO) method, atoms 1 to 6: atom 1 (C): -0.18, atom 2 (C): -0.53, atom 3 (C): 0.18, atom 4 (H): 0.39, atom 5 (H): 0.39, atom 6 (H): 0.26

So which one is most stable? That would be P, about 237.4 kJ/mol below the next structure.

P | Here is 2 unconnected molecules or ions with the total composition C5H8N from the OMol25 dataset. Energies are from ωB97M-V with the def2-TZVPD basis set.

Values from the calculation:
Multiplicity   3
Frontier orbital gap (alpha / beta)   6.610 / 7.370 eV
Net charge   +1

Positions of all 14 atoms, in Å:
C  -1.528  1.620  0.152
C  -1.483  -0.770  0.778
C  1.049  -0.554  -1.071
C  1.558  0.130  0.207
C  0.831  -1.139  0.216
N  -1.586  0.407  0.585
H  -1.660  1.836  -0.877
H  -0.963  2.321  0.618
H  -2.237  -1.428  1.096
H  0.154  0.016  -1.544
H  1.557  -1.183  -1.757
H  2.550  -0.181  0.597
H  0.925  0.983  0.389
H  0.833  -2.059  0.611

Atomic partial charges in e from the natural (NBO) method, atoms 1 to 6: atom 1 (C): -0.04, atom 2 (C): 0.42, atom 3 (C): -0.45, atom 4 (C): -0.45, atom 5 (C): -0.08, atom 6 (N): -0.32

Q | Here is a gas-phase ion, C5H8N (charge +1) from the OMol25 dataset. Energies are from ωB97M-V with the def2-TZVPD basis set.

Values from the calculation:
Multiplicity   3
Frontier orbital gap (alpha / beta)   7.547 / 8.238 eV
Net charge   +1

Positions of all 14 atoms, in Å:
C  -0.875  -0.526  -0.557
C  0.715  -1.386  0.697
C  -0.521  -1.814  -0.177
C  0.993  0.152  0.664
C  -0.272  1.855  -0.454
N  -0.025  0.522  -0.136
H  -1.799  -0.318  -1.076
H  0.567  -1.647  1.803
H  1.611  -1.707  0.173
H  -0.817  -2.861  -0.253
H  1.795  0.759  1.059
H  -0.602  1.998  -1.520
H  0.387  2.723  -0.379
H  -1.158  2.252  0.156

Atomic partial charges in e from the natural (NBO) method, atoms 1 to 6: atom 1 (C): 0.18, atom 2 (C): -0.53, atom 3 (C): -0.01, atom 4 (C): 0.07, atom 5 (C): -0.48, atom 6 (N): -0.30

R | Here is a gas-phase ion, C5H8N (charge +1) from the OMol25 dataset. Energies are from ωB97M-V with the def2-TZVPD basis set.

Values from the calculation:
Multiplicity   3
Frontier orbital gap (alpha / beta)   8.246 / 7.245 eV
Net charge   +1

Positions of all 14 atoms, in Å:
C  -1.684  -0.715  -0.214
C  -0.720  1.241  0.009
C  -0.438  -1.076  0.272
C  0.367  0.316  0.422
C  1.656  0.461  -0.368
N  -1.918  0.614  -0.288
H  -2.469  -1.414  -0.568
H  -0.619  2.298  -0.162
H  -0.551  -1.641  1.226
H  -0.020  -1.963  -0.189
H  0.438  0.338  1.627
H  1.416  0.535  -1.410
H  2.478  -0.353  -0.266
H  2.063  1.357  -0.091

Atomic partial charges in e from the natural (NBO) method, atoms 1 to 6: atom 1 (C): 0.11, atom 2 (C): 0.04, atom 3 (C): -0.52, atom 4 (C): -0.24, atom 5 (C): -0.61, atom 6 (N): 0.06

S | Here is a gas-phase ion, C5H8N (charge +1) from the OMol25 dataset. Energies are from ωB97M-V with the def2-TZVPD basis set.

Values from the calculation:
Multiplicity   3
Frontier orbital gap (alpha / beta)   10.325 / 5.692 eV
Net charge   +1

Positions of all 14 atoms, in Å:
C  1.822  0.469  0.086
C  -0.926  0.174  0.087
C  0.588  -0.259  -0.006
C  0.759  -1.677  -0.075
C  -1.133  1.648  -0.053
N  2.941  0.733  0.092
H  -1.422  -0.456  -0.642
H  -1.035  -0.193  1.085
H  0.013  -2.214  0.579
H  1.753  -2.077  0.032
H  0.253  -2.290  -0.867
H  -0.823  2.269  0.794
H  -2.240  1.803  -0.201
H  -0.550  2.069  -0.914

Atomic partial charges in e from the natural (NBO) method, atoms 1 to 6: atom 1 (C): 0.35, atom 2 (C): -0.31, atom 3 (C): 0.06, atom 4 (C): -0.68, atom 5 (C): -0.63, atom 6 (N): 0.00

So which one is most stable? That would be Q, about 16.5 kJ/mol below the next structure.

P | Here is 9 unconnected molecules or ions with the total composition C18H56N2O14 from the OMol25 dataset. Energies are from ωB97M-V with the def2-TZVPD basis set.

Values from the calculation:
SMILES string   COC[C@H](C)N.COC[C@H](C)N.OCCO.OCCO.OCCO.OCCO.OCCO.O.O
Frontier orbital gap   9.071 eV

Positions of all 90 atoms, in Å:
C  -2.962  -1.913  1.819
O  -3.065  -3.244  2.276
C  -3.639  -4.265  1.332
C  -2.901  -5.580  1.658
C  -3.327  -6.833  0.988
N  -3.054  -5.750  3.114
H  -2.000  -1.705  1.350
H  -2.971  -1.304  2.723
H  -3.757  -1.628  1.130
H  -4.703  -4.291  1.568
H  -3.508  -3.863  0.328
H  -1.852  -5.352  1.468
H  -3.314  -6.816  -0.102
H  -4.367  -7.114  1.152
H  -2.652  -7.637  1.279
H  -3.012  -4.802  3.461
H  -3.988  -6.082  3.305
C  0.654  -3.072  0.675
O  0.631  -3.828  -0.582
C  0.170  -5.223  -0.504
C  0.921  -6.041  0.638
C  2.425  -5.870  0.464
N  0.524  -7.433  0.735
H  -0.213  -3.223  1.319
H  0.690  -2.014  0.416
H  1.494  -3.301  1.331
H  -0.906  -5.116  -0.363
H  0.570  -5.598  -1.446
H  0.666  -5.504  1.552
H  2.643  -4.898  0.907
H  2.691  -5.953  -0.589
H  2.972  -6.670  0.965
H  -0.429  -7.495  1.063
H  0.953  -7.911  1.514
O  2.010  5.315  -1.065
C  2.992  4.763  -1.837
C  2.766  4.670  -3.384
O  3.729  3.808  -3.975
H  2.364  5.358  -0.174
H  4.041  4.898  -1.576
H  3.118  3.743  -1.475
H  3.013  5.690  -3.676
H  1.744  4.431  -3.679
H  3.688  3.960  -4.922
O  0.489  0.584  -0.635
C  0.587  1.889  -0.043
C  -0.746  2.698  -0.338
O  -1.817  2.181  0.515
H  -0.252  0.090  -0.276
H  0.702  1.600  1.002
H  1.538  2.275  -0.411
H  -0.957  2.490  -1.387
H  -0.618  3.774  -0.220
H  -2.622  2.701  0.558
O  0.403  0.745  3.351
C  0.086  1.795  4.244
C  -1.140  2.676  3.653
O  -2.357  1.964  3.593
H  1.016  0.182  3.829
H  -0.316  1.378  5.168
H  0.976  2.360  4.521
H  -0.857  3.196  2.738
H  -1.283  3.473  4.383
H  -1.972  1.322  2.992
O  0.121  7.321  -2.390
C  -0.629  6.153  -2.836
C  -1.634  5.762  -1.634
O  -2.860  6.612  -1.604
H  0.776  7.115  -1.719
H  -1.185  6.399  -3.741
H  0.157  5.422  -3.026
H  -0.993  5.988  -0.782
H  -1.932  4.723  -1.770
H  -2.821  7.370  -1.016
O  4.200  -1.915  -4.411
C  3.835  -0.439  -4.483
C  3.204  0.092  -3.219
O  1.902  -0.528  -2.919
H  3.715  -2.347  -3.704
H  4.669  0.130  -4.895
H  3.266  -0.476  -5.412
H  2.853  1.122  -3.166
H  3.844  -0.109  -2.360
H  1.554  -0.057  -2.158
O  2.744  4.103  1.402
H  2.622  3.219  1.749
H  3.208  4.570  2.097
O  -3.922  3.668  0.851
H  -4.236  2.955  1.407
H  -4.167  4.465  1.321

Atomic partial charges in e from the Löwdin method, atoms 1 to 6: atom 1 (C): -0.11, atom 2 (O): -0.24, atom 3 (C): -0.11, atom 4 (C): -0.45, atom 5 (C): -0.07, atom 6 (N): 0.05

Q | Here is 9 unconnected molecules or ions with the total composition C18H56N2O14 from the OMol25 dataset. Energies are from ωB97M-V with the def2-TZVPD basis set.

Values from the calculation:
SMILES string   COC[C@H](C)N.COC[C@H](C)N.OCCO.OCCO.OCCO.OCCO.OCCO.O.O
Frontier orbital gap   9.326 eV

Positions of all 90 atoms, in Å:
C  -1.436  4.274  6.346
O  -0.831  3.935  5.091
C  -1.463  2.822  4.505
C  -1.212  2.745  3.015
C  -1.849  3.877  2.212
N  -1.629  1.450  2.432
H  -1.457  3.463  7.075
H  -2.505  4.484  6.320
H  -0.890  5.113  6.778
H  -1.223  1.912  5.055
H  -2.531  2.895  4.707
H  -0.130  2.705  2.887
H  -2.936  3.883  2.292
H  -1.491  3.864  1.183
H  -1.408  4.816  2.546
H  -1.333  1.446  1.466
H  -0.903  0.859  2.811
C  6.431  1.121  0.212
O  5.272  1.857  0.502
C  4.219  1.786  -0.468
C  3.095  2.733  -0.009
C  2.523  2.445  1.393
N  2.005  2.578  -1.050
H  6.845  1.434  -0.747
H  6.103  0.081  0.213
H  7.293  1.111  0.878
H  4.590  2.062  -1.455
H  3.727  0.828  -0.638
H  3.501  3.719  -0.233
H  3.348  2.337  2.097
H  1.879  1.567  1.345
H  1.908  3.272  1.745
H  1.581  3.494  -1.011
H  2.315  2.687  -2.005
O  0.153  -2.739  1.618
C  1.289  -3.294  0.928
C  0.903  -4.651  0.300
O  0.122  -4.367  -0.886
H  0.433  -1.989  2.148
H  1.532  -2.521  0.199
H  2.120  -3.404  1.625
H  0.313  -5.362  0.879
H  1.725  -5.248  -0.096
H  -0.637  -3.845  -0.616
O  -2.885  -2.973  -0.208
C  -3.330  -4.339  -0.447
C  -3.021  -5.342  0.639
O  -3.775  -5.144  1.803
H  -3.350  -2.586  0.537
H  -4.404  -4.302  -0.631
H  -2.929  -4.722  -1.386
H  -1.969  -5.200  0.888
H  -3.157  -6.358  0.270
H  -3.318  -4.430  2.253
O  2.595  0.906  -5.868
C  2.380  -0.299  -5.109
C  1.285  -1.148  -5.686
O  1.126  -2.329  -4.957
H  2.950  0.672  -6.728
H  3.240  -0.970  -5.105
H  2.184  -0.104  -4.055
H  1.385  -1.297  -6.761
H  0.311  -0.666  -5.598
H  0.366  -2.801  -5.304
O  -6.153  0.194  -1.896
C  -5.023  0.866  -2.450
C  -3.958  1.120  -1.349
O  -4.466  2.111  -0.502
H  -6.388  0.696  -1.113
H  -4.570  0.337  -3.289
H  -5.384  1.857  -2.727
H  -2.997  1.361  -1.803
H  -3.730  0.164  -0.879
H  -4.622  1.685  0.344
O  1.607  -0.227  -1.563
C  0.233  -0.577  -1.712
C  -0.386  -0.122  -0.378
O  -0.595  1.309  -0.410
H  1.665  0.692  -1.290
H  -0.151  -0.203  -2.661
H  0.299  -1.662  -1.798
H  0.235  -0.315  0.497
H  -1.261  -0.755  -0.231
H  0.266  1.715  -0.290
O  2.934  -2.399  -2.467
H  2.276  -2.674  -3.106
H  2.519  -1.680  -1.990
O  0.716  -0.825  3.286
H  1.621  -0.601  3.505
H  0.269  -0.873  4.131

Atomic partial charges in e from the Löwdin method, atoms 1 to 6: atom 1 (C): -0.11, atom 2 (O): -0.17, atom 3 (C): -0.23, atom 4 (C): -0.43, atom 5 (C): -0.04, atom 6 (N): 0.06

So which one is most stable? That would be Q, about 203.6 kJ/mol below the next structure.

P | Here is 2 unconnected molecules or ions with the total composition CH4N2S from the OMol25 dataset. Energies are from ωB97M-V with the def2-TZVPD basis set.

Values from the calculation:
Multiplicity   3
Frontier orbital gap (alpha / beta)   7.670 / 8.004 eV

Positions of all 8 atoms, in Å:
C  -0.760  0.198  -0.089
N  0.988  -1.373  -0.195
N  -0.057  1.276  -0.054
S  -2.272  -0.425  -0.146
H  0.384  -2.003  0.328
H  1.388  -0.886  0.565
H  0.924  1.159  -0.085
H  -0.595  2.054  -0.325

Atomic partial charges in e from the natural (NBO) method, atoms 1 to 6: atom 1 (C): 0.04, atom 2 (N): -0.61, atom 3 (N): -0.79, atom 4 (S): -0.01, atom 5 (H): 0.31, atom 6 (H): 0.27

Q | Here is 2 unconnected molecules or ions with the total composition CH4N2S from the OMol25 dataset. Energies are from ωB97M-V with the def2-TZVPD basis set.

Values from the calculation:
Multiplicity   3
Frontier orbital gap (alpha / beta)   7.647 / 5.895 eV

Positions of all 8 atoms, in Å:
C  0.281  0.738  0.865
N  -0.541  -0.361  -1.520
N  -0.169  -0.349  0.398
S  0.435  0.814  2.531
H  0.424  1.455  0.107
H  -0.408  -1.292  -1.750
H  0.343  0.224  -1.622
H  -0.365  -1.229  0.991

Atomic partial charges in e from the natural (NBO) method, atoms 1 to 6: atom 1 (C): -0.14, atom 2 (N): -0.78, atom 3 (N): -0.49, atom 4 (S): 0.23, atom 5 (H): 0.21, atom 6 (H): 0.31

So which one is most stable? That would be P, about 94.9 kJ/mol below the next structure.